No. 1
The following is a DFT calculation (ωB97M-V with the def2-TZVPD basis set) of C15H22AuN2O2PS2 as an isolated structure.

Each line ends with the natural charge from an NBO analysis.
Element x y z (Å)
1 Au 1.3637 0.6000 1.6343  0.499
2 S 0.0198 2.4863 1.8323  -0.582
3 S -1.2624 -0.2612 0.3552  -0.727
4 P -1.4374 1.6646 0.6677  1.720
5 O -1.5801 2.4867 -0.6887  -0.868
6 O -2.7635 2.1328 1.4036  -0.850
7 N 0.5960 -2.4575 2.2752  -0.798
8 N 2.8739 -0.9368 1.5272  -0.508
9 C -0.8363 2.3853 -1.9326  0.124
10 C 2.6742 -2.1980 1.0072  0.091
11 C -4.4354 3.3467 0.1208  -0.631
12 C -1.3695 1.2687 -2.8059  -0.638
13 C 1.2726 -4.1279 0.6976  -0.286
14 C 3.6572 -2.8091 0.2005  -0.071
15 C -4.5405 0.8312 0.2798  -0.641
16 C 3.4177 -4.0668 -0.3977  -0.233
17 C 4.8908 -2.1363 0.0416  -0.101
18 C 0.6554 2.2900 -1.6959  -0.647
19 C -4.1461 2.1217 0.9638  0.123
20 C 5.1092 -0.9443 0.6580  -0.275
21 C 1.4769 -2.9174 1.3234  0.276
22 C 2.2272 -4.6911 -0.1660  -0.167
23 C 4.0550 -0.3614 1.3836  0.084
24 H -1.0594 3.3373 -2.4112  0.185
25 H 6.0520 -0.4216 0.5756  0.231
26 H 4.1821 -4.5138 -1.0210  0.214
27 H -2.4557 1.3255 -2.8901  0.214
28 H 1.0104 3.0882 -1.0455  0.231
29 H -3.8929 3.3042 -0.8236  0.221
30 H -5.6229 0.8392 0.1359  0.212
31 H 5.6615 -2.5987 -0.5653  0.222
32 H 4.1760 0.6104 1.8414  0.217
33 H -4.1466 4.2565 0.6463  0.220
34 H -4.0614 0.7308 -0.6958  0.216
35 H 0.3609 -4.6724 0.9164  0.215
36 H 2.0202 -5.6515 -0.6232  0.219
37 H -0.9388 1.3715 -3.8048  0.210
38 H -5.5057 3.3927 -0.0914  0.209
39 H -4.6852 2.2055 1.9057  0.187
40 H -4.2696 -0.0367 0.8791  0.232
41 H 1.1673 2.3605 -2.6585  0.214
42 H 0.9153 1.3333 -1.2376  0.220
43 H -0.3531 -2.7796 2.1771  0.392
44 H -1.1082 0.2905 -2.4043  0.234
45 H 0.6352 -1.4781 2.5097  0.392

The calculation puts the energy above the lowest of the compared OMol25 structures with the same formula, charge and spin at 0.0 kcal per mole. The calculation puts the highest occupied orbital energy at -0.279 Eh. The net charge is 0. As for the electronic energy: -2118.33018 hartree.

=====

No. 2
The following is a DFT calculation (ωB97M-V with the def2-TZVPD basis set) of C15H22B3F4NO15S as an isolated structure in a non-equilibrium geometry.

Each line ends with the natural charge from an NBO analysis.
Element x y z (Å)
1 S 3.6170 3.9168 -1.5663  0.192
2 F -2.3481 -3.5201 -0.5807  -0.330
3 F 3.5563 -8.3242 1.8133  -0.320
4 F -1.0604 0.6122 4.5070  -0.320
5 F 1.0691 -3.0151 -0.8865  -0.330
6 O -3.7249 -0.3822 1.1123  -0.584
7 O -4.9824 -4.5815 -3.9890  -0.553
8 O -3.3544 -4.2590 -2.4665  -0.492
9 O 1.0779 6.9494 -2.3928  -0.891
10 O 2.1698 0.8771 0.9341  -0.570
11 O -3.8421 1.2959 2.6025  -0.477
12 O 0.5463 -5.0936 2.2139  -0.562
13 O 2.6385 -5.0330 1.4069  -0.497
14 O 2.0205 6.1476 -0.2719  -0.891
15 O 0.5894 -0.6041 1.5214  -0.489
16 O 2.0064 -1.0939 -0.1428  -0.496
17 O -0.3657 6.8181 -0.4592  -0.882
18 O 1.7415 -6.9918 2.0203  -0.481
19 O -5.1279 -2.8903 -2.5172  -0.482
20 O -2.0909 -0.0969 2.6245  -0.489
21 N -1.0075 5.6402 -2.6273  -1.063
22 C 3.3260 5.5396 -2.4261  -0.884
23 C -1.7210 1.0328 3.4009  0.444
24 C 1.1097 2.8501 -0.9131  -0.615
25 C 3.6737 -6.0164 1.3017  -0.131
26 C -3.2673 0.2151 2.0272  0.973
27 C 0.1440 -1.8412 0.9486  -0.134
28 C 2.8862 -7.2958 1.2383  0.443
29 C 2.1966 2.8398 -2.0366  -0.525
30 C 1.5439 -5.6541 1.9136  0.971
31 C -4.5359 -3.9723 -3.0800  0.963
32 C -3.0104 -3.1182 -1.6982  0.445
33 C -4.3527 -2.5272 -1.3698  -0.134
34 C 1.3781 -2.3121 0.2359  0.434
35 C 1.6400 -0.1711 0.7851  0.967
36 C -3.0533 1.6380 3.7468  -0.132
37 B 0.7283 6.2863 0.2610  0.978
38 B -0.1365 6.4719 -1.8076  1.204
39 B 2.0884 6.2591 -1.6803  1.157
40 H 4.2819 -5.8511 0.4148  0.214
41 H 1.7275 3.1789 -2.9659  0.205
42 H -4.7920 -2.9730 -0.4758  0.207
43 H -2.3615 -2.4654 -2.2871  0.152
44 H -1.0679 1.6808 2.8120  0.166
45 H 0.5720 5.9688 1.3945  -0.107
46 H -1.4762 4.9532 -2.0480  0.385
47 H 2.6151 1.8359 -2.1337  0.233
48 H -3.4906 1.1877 4.6400  0.206
49 H 3.1260 5.3953 -3.4901  0.239
50 H -0.6831 -1.6485 0.2621  0.204
51 H 4.2224 6.1406 -2.2375  0.264
52 H -0.3880 5.0859 -3.2094  0.385
53 H 0.5560 1.9076 -0.8723  0.202
54 H -0.1902 -2.5354 1.7163  0.235
55 H 4.3140 -5.9673 2.1843  0.209
56 H -3.0051 2.7165 3.8809  0.213
57 H 2.5728 -7.5839 0.2325  0.161
58 H 2.0586 -2.8965 0.8553  0.174
59 H 0.3697 3.6253 -1.1639  0.171
60 H -4.3175 -1.4478 -1.2434  0.223
61 H 1.5900 3.0964 0.0311  0.242

The calculation puts the energy above the lowest of the compared OMol25 structures with the same formula, charge and spin at 34.5 kcal per mole. The calculation puts the highest occupied orbital energy at -0.307 Eh. The net charge is 0. As for the electronic energy: -2640.69321 hartree.